Density functional theory data (ωB97M-V/def2-TZVPD) for a cluster of 12 separate species, C48H96O36 in total.

```
180
Properties=species:S:1:pos:R:3
H -0.57648 -0.95076 -2.46404
H -6.62406 -4.45493 2.27061
O -0.84878 5.32503 4.16437
H 1.64562 0.43539 2.20573
C -4.59516 1.67228 4.10218
H 4.45235 0.45204 -1.11515
H -0.78390 -4.49230 -0.49008
H -2.47945 -2.53302 -0.29990
H -6.76377 -0.08154 -1.46088
H -4.88920 0.74878 0.47341
O -4.15729 1.33259 -4.60960
O 2.05919 -2.43353 -2.87793
O -1.58437 -3.48542 4.33791
C -5.10586 5.23350 1.48103
H 2.37147 -3.59240 -4.57976
H -5.32063 -4.35990 -4.48733
H -6.53011 2.71409 -0.88749
C -2.73338 6.89589 6.65942
H -3.38037 7.28259 2.30295
H -3.86967 -3.86240 -5.37491
H -0.02421 5.22992 1.50117
H -1.91984 -0.09026 4.94212
O -5.22020 -1.79622 3.59660
O 3.40081 1.66947 -3.91227
H -3.70473 -0.11429 -0.52895
C 1.63412 2.31378 -2.19761
C -6.79395 3.57700 1.10476
H -0.65774 -3.17308 -1.67671
C -7.20055 3.38458 -0.32923
C -2.49631 -2.26140 -3.33935
C 0.14084 4.37203 2.18062
H -8.19872 3.00649 -0.39158
H -4.22826 -4.85198 -2.50152
H -1.49016 0.53346 -1.94078
H 9.66628 2.98581 -0.73139
O 8.49986 1.39472 -1.32238
H -1.35830 -1.86953 3.09203
C -0.38161 -3.83165 3.85601
H -4.16890 7.37698 0.83599
O -3.79040 5.43452 1.25689
H -2.01819 4.46712 2.76675
C -0.59466 -3.39961 -0.61457
H -2.23880 2.05443 -4.78219
O -1.59854 1.41449 0.16418
H -6.82209 2.59856 1.61801
C -3.58547 -4.42522 -3.29332
H 1.64630 -5.00340 3.33417
H -0.92528 3.34918 3.76251
H -5.01456 -0.90532 -3.78795
C -5.50657 -0.42792 3.65056
C 0.87854 -5.73129 3.66896
H 4.97388 -2.42476 1.86407
O 0.31264 -3.23016 3.11054
H 5.93471 -2.71225 -2.85909
H 5.18197 0.82499 -4.04481
O -4.42518 0.26848 4.01320
O 0.42650 0.77674 0.60902
H -0.42993 -1.00946 5.26993
O 1.27642 -5.32918 -0.55171
C -1.51656 -2.59685 0.22872
H -3.71681 2.09982 4.64313
O -5.94496 6.02705 1.78810
H -1.81152 -1.52794 6.07705
O 3.85910 -1.48016 -2.02009
H -5.12735 -4.40790 3.25750
H -3.00461 2.04977 1.55791
O 6.41322 1.02442 -1.13292
C 4.38333 1.05449 -4.73182
C -5.72237 -3.88982 2.51710
C 5.40854 -3.61452 -2.70951
H 5.69436 -4.48015 -4.53780
C 2.17711 3.64317 -1.69363
H 10.49575 -0.46024 2.09465
O -4.95494 0.84521 -2.65948
H -3.75073 -0.31165 1.36510
H 10.59844 0.74122 0.92238
C 10.51814 -0.31245 0.99881
O 0.71586 -3.14719 -0.14806
H 4.00118 0.19624 -5.31971
H 7.08232 -4.83095 -3.37072
C 3.72952 -4.83081 0.22041
H 2.12251 -0.48420 0.77242
C 6.01630 -4.74142 -3.53378
H -2.88921 -1.98103 3.85141
H 9.44386 -2.14258 0.24095
H 3.27545 -5.69503 0.66648
C 4.94764 -1.45918 1.38758
H -7.17166 4.34088 -0.86635
H -7.39638 4.34568 1.66240
H 4.64461 2.08810 -1.68898
H -4.66057 2.13772 3.09106
C 7.29979 1.94855 -1.28549
H 5.50510 -5.63118 -3.24725
H -3.13605 1.72881 -6.40309
O -5.40136 3.95445 1.18484
C 4.83758 2.10422 0.40382
O 6.98963 -2.21670 -0.18470
O -1.62342 6.44694 5.87798
H 0.74103 -1.07444 1.73013
C 1.57576 -4.18880 -0.19943
C 9.58421 2.26717 -1.52299
H 3.81994 2.35268 0.50271
C 1.22592 -0.17298 1.37195
H 1.36163 -6.41461 4.33962
H 5.30276 3.07015 0.43143
C -1.84339 5.42888 5.00827
H -5.77920 -1.43380 -1.55651
H -1.66341 -2.92153 1.23728
H 3.19583 3.91731 -1.97148
H 9.26116 -0.63638 -0.79228
O -2.84471 4.76252 5.02496
C -4.10452 1.54974 -3.28628
C -3.42865 6.79761 1.34692
H -1.09483 -1.55360 0.24947
C 1.65275 -3.50371 -3.72339
H 3.88462 -5.18057 -0.79161
O 7.08568 3.13230 -1.39892
H -2.52124 -4.76415 -3.17598
C 7.15617 -1.26504 0.56635
H -3.21606 6.07821 7.10792
H -5.50004 1.91676 4.62789
H 4.67901 -4.61068 0.76777
C -0.81246 0.91326 1.08313
H -6.33720 0.32527 -4.06713
C -1.50302 -1.08803 5.11875
O 4.00735 -3.56307 -2.89958
C -6.29292 -2.60799 3.17144
C 4.98136 1.38934 -0.90660
H 9.41151 2.88319 -2.44493
H -3.31797 2.40878 -0.07759
O 2.81378 -3.73149 0.13714
O 6.18376 -0.82280 1.36415
H 1.71057 -4.50328 -3.16822
H 2.35227 1.49596 -1.92338
H 0.42471 -6.20455 2.84256
H -4.23309 -5.52330 -5.04397
H 1.02189 4.42040 2.78780
C 2.24141 2.00874 -4.47190
C 3.38614 -2.44412 -2.54237
C -1.37256 -0.28786 -2.67538
C -1.00113 4.26538 3.18057
O -0.16444 -5.02953 4.35031
H 11.49114 -0.66509 0.66139
C -3.19725 2.09704 -5.38553
O -3.37290 2.29784 -2.73306
H -1.20014 0.16305 -3.65313
C 9.40014 -1.04214 0.22600
H 0.22740 3.46730 1.54849
H -3.57542 3.11652 -5.40699
H 4.30832 -0.80579 1.95067
H 0.62927 -3.26564 -4.10997
O -1.22964 0.55486 2.09868
O -6.60110 0.03956 3.53957
H 1.86148 3.83587 -0.67263
C -1.81462 -2.04509 4.02299
H -3.41032 7.42163 6.07377
H 10.52997 1.77168 -1.55619
H 4.75378 1.81606 -5.45182
C -5.71860 -0.14088 -3.28640
O 2.09849 2.10175 -5.63684
H 0.67326 2.15007 -1.69994
C -4.25319 -4.54930 -4.65897
H -6.87852 -2.81565 4.04442
O 8.27633 -0.68743 0.95765
H -6.81300 -2.03780 2.42079
H -2.25798 7.55534 7.43607
C -3.84822 0.37188 0.49618
O -1.59996 -2.63011 -4.02638
O -3.54841 -3.01132 -2.99032
H 5.52091 -3.87577 -1.67144
H 1.45160 4.34255 -2.08917
C -3.01203 1.60658 0.56160
C -6.40329 -0.80123 -2.15583
H -7.28076 -1.39232 -2.50853
H 5.03994 1.50859 1.32556
O -2.53664 -1.14263 -2.65566
H -2.45517 6.94886 0.84034
H 4.62089 -1.74250 0.38957
H -5.13485 -3.65543 1.62395
O 1.43197 2.45529 -3.59715
```

Computed properties:
HOMO level ... -10.39 eV
Frontier orbital gap ... 10.92 eV
LUMO level ... 0.0192 Eh
Net charge ... 0
Energy relative to the best compared isomer or geometry (same formula, charge and spin) ... 62.3 kcal per mole
Structure (SMILES) ... CCOC(=O)OC.CCOC(=O)OC.CCOC(=O)OC.CCOC(=O)OC.CCOC(=O)OC.CCOC(=O)OC.CCOC(=O)OC.CCOC(=O)OC.CCOC(=O)OC.CCOC(=O)OC.CCOC(=O)OC.CCOC(=O)OC